The following is a quantum chemistry calculation of a structure of composition C43H32NOP2S3Ti, from OMol25.

Structure (ORCA input):
```
! wB97M-V def2-TZVPD RIJCOSX def2/J DEFGRID3
* xyz 2 2
Ti -0.017 0.288 -0.821
O 2.034 -2.190 0.782
S 0.893 -1.298 1.032
C 1.380 -0.060 2.233
C 1.146 -0.160 3.596
C 1.656 0.825 4.432
C 2.393 1.882 3.912
C 2.628 1.971 2.546
C 2.113 1.001 1.695
P 2.356 1.000 -0.104
C 1.344 2.376 -0.716
C 0.324 2.992 0.023
C -0.488 3.950 -0.581
C -0.282 4.302 -1.904
C 0.718 3.685 -2.650
C 1.512 2.714 -2.073
C 4.078 1.310 -0.462
C 4.567 2.602 -0.645
C 5.924 2.786 -0.850
C 6.780 1.691 -0.868
C 6.287 0.406 -0.688
C 4.930 0.206 -0.490
C -0.375 -2.201 1.884
C -0.014 -3.271 2.691
C -1.019 -3.970 3.341
C -2.351 -3.605 3.174
C -2.696 -2.553 2.339
C -1.701 -1.837 1.678
P -2.080 -0.530 0.479
C -2.551 0.939 1.417
C -3.137 2.016 0.743
C -3.433 3.181 1.431
C -3.124 3.291 2.782
C -2.531 2.230 3.451
C -2.249 1.053 2.773
C -3.490 -1.148 -0.448
C -4.787 -0.700 -0.215
C -5.841 -1.251 -0.932
C -5.602 -2.245 -1.869
C -4.308 -2.701 -2.094
C -3.252 -2.153 -1.387
H 0.588 -0.989 4.009
H 1.488 0.761 5.498
H 2.794 2.635 4.577
H 3.219 2.787 2.148
H 0.188 2.761 1.076
H -1.262 4.431 -0.001
H -0.903 5.061 -2.363
H 0.870 3.959 -3.685
H 2.287 2.231 -2.659
H 3.900 3.456 -0.636
H 6.316 3.784 -0.996
H 7.839 1.841 -1.028
H 6.958 -0.442 -0.707
H 4.538 -0.795 -0.351
H 1.026 -3.554 2.786
H -0.765 -4.810 3.973
H -3.127 -4.162 3.681
H -3.738 -2.306 2.179
H -3.384 1.935 -0.309
H -3.915 4.002 0.916
H -3.360 4.202 3.316
H -2.306 2.311 4.506
H -1.809 0.220 3.308
H -4.985 0.069 0.520
H -6.850 -0.904 -0.754
H -6.427 -2.670 -2.424
H -4.126 -3.483 -2.818
H -2.245 -2.519 -1.560
S -1.625 1.015 -2.479
C -0.872 -0.401 -3.117
N 0.028 -1.027 -2.349
C 0.602 -2.126 -2.995
C 1.577 -2.971 -2.474
C 2.014 -4.011 -3.274
C 1.498 -4.212 -4.556
C 0.528 -3.377 -5.076
C 0.086 -2.330 -4.275
S -1.119 -1.120 -4.644
H 1.972 -2.818 -1.478
H 2.772 -4.684 -2.897
H 1.863 -5.036 -5.154
H 0.130 -3.534 -6.069
*
```

For the energy above the lowest of the compared OMol25 structures with the same formula, charge and spin, the calculation gives 0.0 kcal per mole. The frontier orbital gap (alpha / beta) comes out at 7.0112 / 7.2737 eV. The molar mass comes out at 784.75 g/mol. The value obtained for the highest occupied orbital energy (alpha / beta) is -13.3 / -13.3 eV. The expectation value of S² is 0.758. As for the total energy: -122835.335 eV. As for the largest force on an atom: 0.44 eV Å⁻¹.

---

The following is a quantum chemistry calculation of a structure of composition CHBr3O2S in a non-equilibrium geometry, from OMol25.

Structure (ORCA input):
```
! wB97M-V def2-TZVPD RIJCOSX def2/J DEFGRID3
* xyz 0 1
C -1.305 0.327 -0.152
O -0.103 0.218 -0.334
O 2.562 -0.329 -1.294
S 2.220 -0.766 0.028
Br -2.409 -1.079 -1.231
Br -2.033 -0.246 1.788
Br 2.818 0.671 1.553
H -1.751 1.203 -0.359
*
```

For the energy above the lowest of the compared OMol25 structures with the same formula, charge and spin, the calculation gives 25.8 kcal per mole. The frontier orbital gap (alpha / beta) comes out at 6.2753 / 4.7828 eV. The molar mass comes out at 316.80 g/mol. The value obtained for the highest occupied orbital energy (alpha / beta) is -9.3 / -9.2 eV. As for the total energy: -226107.192 eV. As for the largest force on an atom: 5.15 eV Å⁻¹.

---

The following is a quantum chemistry calculation of a structure of composition C59H67N8O5SScSi, from OMol25.

Structure (ORCA input):
```
! wB97M-V def2-TZVPD RIJCOSX def2/J DEFGRID3
* xyz 0 1
Sc -0.895 1.024 -0.643
C 4.783 3.419 2.320
C 3.453 2.743 2.115
C 3.214 1.439 2.537
C 2.003 0.823 2.318
C 0.942 1.452 1.650
N -0.263 0.785 1.373
C -0.809 0.013 2.385
C -0.554 0.345 3.738
C -1.041 -0.365 4.808
C -1.873 -1.463 4.612
C -2.458 -2.234 5.765
C -2.196 -1.772 3.308
C -1.690 -1.083 2.203
N -2.124 -1.556 0.927
C -2.705 -2.750 0.665
C -3.011 -2.788 -0.675
C -2.575 -1.561 -1.170
N -2.038 -0.834 -0.196
C 1.184 2.784 1.274
C 2.415 3.402 1.487
N 0.166 3.603 0.715
C -0.158 4.843 1.120
C -1.118 5.324 0.253
C -1.315 4.286 -0.657
N -0.531 3.249 -0.371
H 5.419 2.834 2.983
H 4.650 4.411 2.755
H 5.301 3.539 1.367
H 4.002 0.878 3.022
H 1.860 -0.188 2.660
H 0.055 1.216 3.930
H -0.787 -0.054 5.816
H -1.856 -2.103 6.663
H -2.517 -3.300 5.542
H -3.471 -1.889 5.989
H -2.891 -2.585 3.149
H -2.872 -3.503 1.411
H -3.476 -3.594 -1.216
H -2.617 -1.174 -2.175
H 2.553 4.418 1.132
H 0.300 5.285 1.988
H -1.608 6.280 0.288
H -1.973 4.240 -1.510
C 1.130 -2.941 -1.421
C 0.962 -1.681 -0.672
N 0.454 -0.558 -1.390
C 0.451 -0.628 -2.746
C 0.704 -1.800 -3.483
C 1.035 -2.991 -2.745
C 0.581 -1.824 -4.882
C 0.220 -0.717 -5.595
C 0.005 0.495 -4.910
C -0.302 1.696 -5.580
C -0.369 2.867 -4.877
C -0.198 2.829 -3.488
N -0.003 1.721 -2.809
C 0.130 0.558 -3.496
H 1.442 -3.796 -0.844
H 0.434 -1.828 0.269
H 1.198 -3.915 -3.289
H 0.772 -2.760 -5.395
H 0.126 -0.746 -6.673
H -0.460 1.675 -6.652
H -0.564 3.811 -5.366
H -0.213 3.751 -2.920
C 2.683 -2.759 4.829
C 4.001 -2.615 4.071
C 4.811 -3.911 4.103
C 4.826 -1.497 4.701
O 3.727 -2.236 2.719
Si 3.077 -2.987 1.423
S 2.792 -1.400 -0.002
O 4.072 -4.158 0.865
C 5.247 -4.162 0.034
C 4.818 -4.205 -1.432
C 5.998 -5.437 0.399
C 6.131 -2.945 0.306
O 1.652 -3.677 1.782
C 1.042 -4.952 1.996
C 0.714 -5.622 0.663
C -0.252 -4.671 2.757
C 1.949 -5.883 2.799
H 2.866 -3.041 5.867
H 2.062 -3.514 4.354
H 2.138 -1.814 4.807
H 4.945 -4.250 5.131
H 5.793 -3.751 3.655
H 4.307 -4.690 3.536
H 5.118 -1.789 5.711
H 4.245 -0.576 4.762
H 5.729 -1.313 4.117
H 4.216 -5.097 -1.618
H 5.694 -4.226 -2.083
H 4.223 -3.325 -1.669
H 5.363 -6.307 0.225
H 6.285 -5.416 1.452
H 6.899 -5.533 -0.208
H 5.615 -2.029 0.024
H 7.050 -3.025 -0.276
H 6.383 -2.890 1.367
H -0.009 -5.030 0.104
H 0.284 -6.607 0.844
H 1.625 -5.743 0.071
H -0.907 -4.061 2.133
H -0.046 -4.117 3.674
H -0.757 -5.606 3.007
H 2.914 -5.973 2.300
H 1.493 -6.871 2.858
H 2.098 -5.515 3.814
C -4.077 7.961 -4.764
C -4.163 6.479 -5.021
C -4.071 6.017 -6.328
C -4.134 4.661 -6.606
C -4.258 3.761 -5.568
C -4.340 4.198 -4.245
N -4.369 3.180 -3.268
C -5.113 3.125 -2.107
C -6.393 3.695 -2.079
C -7.188 3.600 -0.958
C -6.743 2.930 0.175
C -5.484 2.367 0.171
C -4.657 2.444 -0.949
C -3.293 1.865 -0.804
O -2.793 1.763 0.337
O -2.611 1.464 -1.818
C -4.311 5.576 -3.958
C -4.427 6.104 -2.552
H -3.919 8.499 -5.697
H -3.248 8.201 -4.095
H -4.993 8.337 -4.302
H -3.944 6.729 -7.135
H -4.087 4.314 -7.631
H -4.293 2.696 -5.761
H -3.608 2.513 -3.302
H -6.752 4.199 -2.968
H -8.177 4.042 -0.968
H -7.376 2.857 1.050
H -5.103 1.852 1.044
H -5.464 6.360 -2.318
H -3.829 7.005 -2.422
H -4.109 5.377 -1.813
*
```

The frontier orbital gap comes out at 6.6645 eV. The molar mass comes out at 1073.35 g/mol. The value obtained for the highest occupied orbital energy is -6.4 eV. As for the total energy: -123854.264 eV. As for the largest force on an atom: 0.81 eV Å⁻¹.

---

The following is a quantum chemistry calculation of a structure of composition C22H21N4O6OsS2Se2, from OMol25.

Structure (ORCA input):
```
! wB97M-V def2-TZVPD RIJCOSX def2/J DEFGRID3
* xyz -1 1
Os 0.024 -0.307 1.174
O 1.161 -0.955 2.923
C 0.643 -0.741 4.237
C 0.330 0.744 4.431
C 0.472 0.978 5.943
O -0.017 2.237 6.380
C 1.412 1.565 3.700
Se 1.102 1.874 1.784
C -1.088 1.154 3.999
Se -1.874 0.145 2.528
H 1.494 -1.852 2.768
H 1.453 -1.014 4.923
H -0.225 -1.378 4.424
H 1.526 0.858 6.223
H -0.105 0.227 6.489
H 0.381 2.919 5.830
H 2.374 1.065 3.819
H 1.516 2.554 4.154
H -1.095 2.205 3.711
H -1.779 1.032 4.835
S -0.470 -2.518 0.865
C -0.681 -2.946 -0.875
S 0.647 -3.271 -1.805
C -2.026 -2.978 -1.287
C -3.111 -2.703 -0.400
N -3.979 -2.469 0.327
C -2.373 -3.315 -2.634
N -2.684 -3.554 -3.718
O 2.642 -1.511 0.985
C 2.553 -0.888 -0.068
O 1.514 -0.193 -0.392
C 3.665 -0.894 -1.071
C 4.504 -1.997 -1.153
C 5.533 -2.029 -2.083
C 5.747 -0.950 -2.926
C 4.898 0.136 -2.817
C 3.851 0.189 -1.918
N 5.122 1.297 -3.713
O 6.040 1.229 -4.510
O 4.382 2.252 -3.601
H 4.320 -2.829 -0.486
H 6.173 -2.900 -2.155
H 6.541 -0.939 -3.657
H 3.195 1.045 -1.873
N -1.037 0.181 -0.595
C -1.935 1.317 -0.786
C -1.567 2.602 -0.432
C -2.452 3.645 -0.674
C -3.695 3.406 -1.242
C -4.056 2.110 -1.583
C -3.174 1.064 -1.359
H -0.290 0.253 -1.291
H -1.545 -0.660 -0.866
H -0.616 2.791 0.044
H -2.165 4.652 -0.397
H -4.382 4.225 -1.412
H -5.026 1.905 -2.018
H -3.453 0.048 -1.612
*
```

For the energy above the lowest of the compared OMol25 structures with the same formula, charge and spin, the calculation gives 0.0 kcal per mole. The frontier orbital gap (alpha / beta) comes out at 5.7461 / 5.8894 eV. The molar mass comes out at 849.72 g/mol. The value obtained for the highest occupied orbital energy (alpha / beta) is -5.0 / -5.0 eV. As for the total energy: -196231.034 eV. As for the largest force on an atom: 0.81 eV Å⁻¹.

---

The following is a quantum chemistry calculation of the molecule C11H12N2O in a non-equilibrium geometry, from OMol25.

Structure (ORCA input):
```
! wB97M-V def2-TZVPD RIJCOSX def2/J DEFGRID3
* xyz 0 1
N 1.341 -2.188 1.003
C 2.400 -1.502 0.286
C 1.895 -0.649 -0.909
C 1.033 0.535 -0.464
C 1.609 1.747 -0.293
C 0.820 2.874 0.084
N -0.439 2.807 0.372
C -1.046 1.619 0.140
C -2.437 1.546 0.326
C -3.129 0.363 0.162
C -2.452 -0.839 -0.197
O -3.114 -2.019 -0.299
C -1.099 -0.771 -0.454
C -0.400 0.439 -0.240
H 0.817 -1.477 1.554
H 1.777 -2.761 1.724
H 3.082 -2.281 -0.052
H 3.087 -0.857 0.896
H 2.755 -0.232 -1.474
H 1.377 -1.311 -1.603
H 2.688 1.895 -0.422
H 1.295 3.841 0.130
H -2.996 2.437 0.622
H -4.206 0.334 0.205
H -4.071 -1.884 -0.252
H -0.584 -1.666 -0.846
*
```

Its SMILES is NCCc1ccnc2ccc(O)cc12. For the energy above the lowest of the compared OMol25 structures with the same formula, charge and spin, the calculation gives 15.0 kcal per mole. The frontier orbital gap comes out at 8.7143 eV. The molar mass comes out at 188.23 g/mol. The value obtained for the highest occupied orbital energy is -8.2 eV. As for the total energy: -16629.406 eV. As for the largest force on an atom: 1.83 eV Å⁻¹.

---

The following is a quantum chemistry calculation of the molecule C6H13NO2 in a non-equilibrium geometry, from OMol25.

Structure (ORCA input):
```
! wB97M-V def2-TZVPD RIJCOSX def2/J DEFGRID3
* xyz 0 1
H 3.584 -0.431 -0.597
N 2.696 -0.103 -0.970
C 1.767 -0.060 -0.111
C 1.912 -0.498 1.326
C 0.387 0.245 -0.620
C 0.346 1.104 -1.878
C -0.692 0.534 0.404
O -1.499 1.619 0.198
O -1.457 -0.828 0.192
C -2.665 -1.173 0.818
H 1.850 0.365 1.990
H 1.131 -1.205 1.600
H 2.878 -0.980 1.477
H -0.078 -0.796 -0.876
H -0.618 1.017 -2.383
H 0.538 2.152 -1.649
H 1.105 0.738 -2.562
H -0.387 0.550 1.451
H -1.749 1.665 -0.734
H -2.967 -0.588 1.692
H -3.497 -1.101 0.110
H -2.586 -2.226 1.123
*
```

Its SMILES is [H]/N=C(\C)[C@H](C)[C@@H](O)OC. For the energy above the lowest of the compared OMol25 structures with the same formula, charge and spin, the calculation gives 55.8 kcal per mole. The frontier orbital gap comes out at 10.5086 eV. The molar mass comes out at 131.18 g/mol. The value obtained for the highest occupied orbital energy is -9.7 eV. As for the total energy: -12016.305 eV. As for the largest force on an atom: 2.35 eV Å⁻¹.

---

What is the largest force on an atom in the sixth record?
2.35 eV Å⁻¹

---

Copy entry 5 word for word.
The following is a quantum chemistry calculation of the molecule C11H12N2O in a non-equilibrium geometry, from OMol25.

Structure (ORCA input):
```
! wB97M-V def2-TZVPD RIJCOSX def2/J DEFGRID3
* xyz 0 1
N 1.341 -2.188 1.003
C 2.400 -1.502 0.286
C 1.895 -0.649 -0.909
C 1.033 0.535 -0.464
C 1.609 1.747 -0.293
C 0.820 2.874 0.084
N -0.439 2.807 0.372
C -1.046 1.619 0.140
C -2.437 1.546 0.326
C -3.129 0.363 0.162
C -2.452 -0.839 -0.197
O -3.114 -2.019 -0.299
C -1.099 -0.771 -0.454
C -0.400 0.439 -0.240
H 0.817 -1.477 1.554
H 1.777 -2.761 1.724
H 3.082 -2.281 -0.052
H 3.087 -0.857 0.896
H 2.755 -0.232 -1.474
H 1.377 -1.311 -1.603
H 2.688 1.895 -0.422
H 1.295 3.841 0.130
H -2.996 2.437 0.622
H -4.206 0.334 0.205
H -4.071 -1.884 -0.252
H -0.584 -1.666 -0.846
*
```

Its SMILES is NCCc1ccnc2ccc(O)cc12. For the energy above the lowest of the compared OMol25 structures with the same formula, charge and spin, the calculation gives 15.0 kcal per mole. The frontier orbital gap comes out at 8.7143 eV. The molar mass comes out at 188.23 g/mol. The value obtained for the highest occupied orbital energy is -8.2 eV. As for the total energy: -16629.406 eV. As for the largest force on an atom: 1.83 eV Å⁻¹.

---

Among the records above, which one has the highest largest force on an atom?
CHBr3O2S